15
Properties=species:S:1:pos:R:3:forces:R:3:lowdin_charge:R:1 method="wB97M-V/def2-TZVPD" de_lowest_kcal_mol=32.4 smiles="C[P@](=O)([O-])c1ncc[nH]1" gap_ev=8.13 homo_energy_ev=-4.5151 total_charge=-1 lumo_energy_ev=3.616 total_energy_ha=-757.4616
C -0.433 1.983 0.576 0.811 2.834 0.452 -0.22
P 1.257 1.401 0.161 3.921 0.522 3.723 0.44
O 2.110 1.197 1.609 -3.482 -0.027 -4.821 -0.56
O 1.999 2.107 -0.946 -0.987 -0.216 0.644 -0.43
C 0.695 -0.216 -0.529 0.974 1.005 1.804 -0.41
N 0.075 -0.475 -1.648 0.427 1.692 -0.314 0.07
C -0.017 -1.788 -1.691 -0.946 -2.534 -0.653 -0.22
C 0.517 -2.385 -0.580 -1.200 -1.342 -0.840 -0.15
N 0.941 -1.366 0.151 0.711 0.184 1.678 0.05
H -0.767 1.093 1.094 -0.894 0.319 0.322 0.01
H -0.480 3.012 1.175 0.344 -2.520 -0.759 0.08
H -0.945 2.241 -0.355 -0.204 -0.680 0.038 0.02
H -0.569 -2.260 -2.474 -0.052 -0.377 -0.458 0.08
H 0.442 -3.368 -0.139 0.161 -0.084 -0.438 0.10
H 1.206 -1.558 1.114 0.416 1.223 -0.378 0.15